Molecular formula: C29H29N2
Method: DFT, ωB97M-V with the def2-TZVPD basis set

Computed properties:
E_tot ... -33517.369 eV
HOMO-LUMO gap ... 7.527 eV
Lowest unoccupied orbital energy ... -3.923 eV
Energy above the lowest of the compared OMol25 structures with the same formula, charge and spin ... 14.7 kcal/mol
Multiplicity ... 1
Charge ... +1

Element x y z (Å)
1 C -4.265 -0.696 -3.389
2 C -4.139 -2.088 -3.272
3 C -3.606 -2.647 -2.110
4 C -3.186 -1.821 -1.062
5 C -2.609 -2.454 0.183
6 N -1.656 -1.572 0.886
7 C -1.904 -1.286 2.314
8 C -0.783 -1.702 3.235
9 C -0.421 -0.858 4.288
10 C 0.665 -1.180 5.103
11 C 1.376 -2.366 4.882
12 C 0.969 -3.245 3.871
13 C -0.115 -2.915 3.050
14 C -0.585 -1.099 0.251
15 C 0.288 -0.145 0.795
16 C 1.573 0.043 0.321
17 C 2.587 0.733 1.075
18 C 3.966 0.534 0.803
19 C 4.943 1.231 1.508
20 C 4.572 2.147 2.508
21 C 3.219 2.319 2.827
22 C 2.237 1.612 2.135
23 C -3.341 -0.435 -1.163
24 C -3.862 0.130 -2.333
25 H -4.682 -0.258 -4.296
26 H -4.460 -2.740 -4.086
27 H -3.499 -3.729 -1.994
28 H -3.400 -2.713 0.896
29 H -2.085 -3.388 -0.089
30 H -2.101 -0.208 2.435
31 H -2.828 -1.819 2.574
32 H -0.984 0.067 4.437
33 H 0.952 -0.502 5.909
34 H 2.242 -2.607 5.502
35 H 1.492 -4.190 3.714
36 H -0.426 -3.584 2.243
37 H -0.409 -1.477 -0.762
38 H -0.081 0.469 1.624
39 H 1.873 -0.462 -0.594
40 H 4.240 -0.199 0.039
41 H 5.998 1.057 1.291
42 H 5.334 2.711 3.045
43 H 2.919 2.999 3.627
44 H 1.186 1.737 2.404
45 H -3.041 0.205 -0.329
46 H -3.957 1.215 -2.403
47 C 0.278 3.667 -5.304
48 C 0.593 2.800 -4.116
49 C 0.268 3.216 -2.824
50 C 0.583 2.387 -1.738
51 N 1.188 1.209 -1.887
52 C 1.490 0.797 -3.121
53 C 1.218 1.558 -4.263
54 H 0.606 3.188 -6.232
55 H -0.800 3.861 -5.383
56 H 0.777 4.643 -5.230
57 H -0.222 4.170 -2.629
58 H 0.341 2.692 -0.717
59 H 1.973 -0.178 -3.209
60 H 1.502 1.165 -5.240

Molecular formula: C25H20ClFN4OPt
Method: DFT, ωB97M-V with the def2-TZVPD basis set

Computed properties:
E_tot ... -52744.145 eV
HOMO-LUMO gap ... 7.796 eV
Lowest unoccupied orbital energy ... -0.165 eV
Multiplicity ... 1

Element x y z (Å)
1 Pt 0.369 -0.710 -0.142
2 C 0.226 3.975 -0.176
3 C -0.257 2.563 0.001
4 N 0.540 1.553 0.049
5 N 1.887 1.895 0.066
6 C 2.679 0.877 -0.111
7 O 2.322 -0.339 -0.326
8 C 4.148 1.132 -0.068
9 C 4.652 2.428 0.013
10 C 6.019 2.639 0.064
11 C 6.893 1.559 0.036
12 C 6.394 0.268 -0.048
13 C 5.025 0.053 -0.102
14 C -1.728 2.395 0.173
15 C -2.605 3.367 -0.318
16 C -3.961 3.234 -0.084
17 C -4.412 2.148 0.650
18 C -3.467 1.240 1.104
19 N -2.166 1.352 0.876
20 H 1.308 4.012 -0.124
21 H -0.202 4.623 0.589
22 H -0.087 4.360 -1.149
23 H 3.960 3.258 0.037
24 H 6.407 3.647 0.125
25 H 7.961 1.726 0.079
26 H 7.072 -0.575 -0.074
27 H 4.621 -0.947 -0.176
28 H -2.237 4.207 -0.886
29 H -4.654 3.972 -0.465
30 H -5.460 2.010 0.875
31 H -3.775 0.378 1.687
32 Cl -4.616 -1.548 -2.474
33 C -3.626 -1.751 -1.073
34 C -4.078 -2.473 0.019
35 C -3.236 -2.580 1.113
36 C -1.986 -1.989 1.073
37 N -1.559 -1.309 0.004
38 C -2.367 -1.181 -1.053
39 H -5.057 -2.930 0.007
40 H -3.536 -3.129 1.994
41 H -1.292 -2.061 1.897
42 H -1.994 -0.608 -1.890
43 F 1.867 -6.655 -0.238
44 C 1.516 -5.346 -0.234
45 C 0.479 -4.929 -1.042
46 C 0.125 -3.585 -1.024
47 C 0.794 -2.657 -0.224
48 C 1.846 -3.128 0.567
49 C 2.209 -4.469 0.574
50 H -0.035 -5.644 -1.670
51 H -0.688 -3.267 -1.666
52 H 2.402 -2.436 1.187
53 H 3.021 -4.833 1.188

Molecular formula: C3H4INS
Method: DFT, ωB97M-V with the def2-TZVPD basis set

Computed properties:
E_tot ... -23597.875 eV
HOMO-LUMO gap (spin up / spin down) ... 7.433 / 7.427 eV
Lowest unoccupied orbital energy (spin up / spin down) ... -0.565 / -0.567 eV
Energy above the lowest of the compared OMol25 structures with the same formula, charge and spin ... 72.8 kcal/mol
Multiplicity ... 1

Element x y z (Å)
1 C 0.408 0.001 1.529
2 C -1.451 -0.204 -0.543
3 C 1.105 0.538 -0.558
4 N 1.173 0.632 0.723
5 S -1.005 -0.814 1.011
6 I 2.011 -1.086 -1.544
7 H 0.420 0.020 2.579
8 H -2.396 0.459 -0.615
9 H -1.460 -0.899 -1.446
10 H 1.197 1.353 -1.136

Molecular formula: C54H125N5O11
Method: DFT, ωB97M-V with the def2-TZVPD basis set

Computed properties:
E_tot ... -87990.627 eV
HOMO-LUMO gap ... 8.186 eV
Lowest unoccupied orbital energy ... 0.274 eV
Energy above the lowest of the compared OMol25 structures with the same formula, charge and spin ... 0.0 kcal/mol
Multiplicity ... 1

Element x y z (Å)
1 O -8.267 16.888 25.242
2 H -7.718 17.670 25.359
3 H -8.369 16.533 26.130
4 O -10.705 15.275 20.940
5 H -10.322 15.990 20.427
6 H -11.106 15.712 21.696
7 O -8.776 15.861 18.031
8 H -8.939 14.913 18.005
9 H -7.945 15.945 18.503
10 C -3.027 8.242 19.752
11 C -3.300 8.255 21.231
12 C -2.096 8.743 22.028
13 C -1.874 10.252 21.921
14 C -3.066 11.037 22.427
15 C -4.402 10.582 21.747
16 N -4.460 9.107 21.596
17 O -5.663 8.647 21.058
18 C -5.631 11.060 22.553
19 C -4.454 11.366 20.414
20 C -3.616 6.800 21.713
21 H -2.981 9.251 19.341
22 H -3.788 7.755 19.143
23 H -2.041 7.808 19.580
24 H -2.175 8.408 23.062
25 H -1.199 8.353 21.543
26 H -1.606 10.569 20.911
27 H -0.990 10.556 22.486
28 H -2.791 12.054 22.141
29 H -3.197 11.017 23.510
30 H -6.582 10.582 22.322
31 H -5.431 10.774 23.589
32 H -5.776 12.139 22.590
33 H -3.513 11.313 19.864
34 H -5.178 10.966 19.701
35 H -4.760 12.411 20.474
36 H -2.736 6.176 21.558
37 H -4.449 6.317 21.196
38 H -4.012 6.691 22.725
39 H -6.017 7.971 21.643
40 C -8.654 14.420 28.261
41 C -9.355 13.274 27.545
42 C -10.586 12.844 28.346
43 C -11.757 12.248 27.580
44 C -11.970 13.026 26.293
45 C -10.723 13.183 25.398
46 N -9.601 13.695 26.160
47 O -8.493 13.975 25.381
48 C -10.450 11.807 24.681
49 C -11.091 14.172 24.319
50 C -8.456 12.004 27.542
51 H -8.620 14.248 29.337
52 H -9.251 15.326 28.118
53 H -7.707 14.800 27.873
54 H -10.337 12.101 29.108
55 H -10.938 13.621 29.030
56 H -12.682 12.172 28.155
57 H -11.637 11.198 27.300
58 H -12.322 14.005 26.625
59 H -12.748 12.491 25.749
60 H -11.394 11.318 24.434
61 H -9.845 11.859 23.778
62 H -10.038 11.121 25.422
63 H -11.327 15.188 24.636
64 H -10.300 14.287 23.573
65 H -11.837 13.721 23.661
66 H -7.899 11.861 28.471
67 H -7.677 12.028 26.777
68 H -8.961 11.053 27.370
69 H -8.392 14.932 25.377
70 C -8.144 24.068 20.989
71 C -6.648 23.972 20.914
72 C -6.117 22.686 21.657
73 C -6.495 21.440 20.884
74 C -5.820 21.620 19.483
75 C -6.185 22.848 18.648
76 N -6.130 24.032 19.548
77 O -6.183 25.254 18.902
78 C -5.169 22.978 17.518
79 C -7.598 22.694 17.977
80 C -6.019 25.175 21.723
81 H -8.585 24.367 21.939
82 H -8.565 23.132 20.623
83 H -8.406 24.811 20.233
84 H -5.074 22.774 21.957
85 H -6.800 22.631 22.509
86 H -7.564 21.282 20.737
87 H -6.114 20.561 21.406
88 H -6.123 20.711 18.955
89 H -4.735 21.505 19.462
90 H -5.281 23.849 16.871
91 H -4.162 23.165 17.898
92 H -5.177 22.117 16.850
93 H -7.838 23.407 17.189
94 H -7.688 21.687 17.563
95 H -8.426 22.737 18.685
96 H -4.927 25.154 21.694
97 H -6.211 25.070 22.792
98 H -6.341 26.150 21.360
99 H -5.311 25.606 19.107
100 C -5.816 19.835 28.746
101 C -7.153 19.542 27.972
102 C -8.266 20.548 28.418
103 C -8.301 21.856 27.653
104 C -8.304 21.558 26.183
105 C -7.153 20.668 25.678
106 N -6.990 19.469 26.501
107 O -5.998 18.624 26.040
108 C -7.627 20.199 24.299
109 C -5.856 21.495 25.479
110 C -7.651 18.170 28.445
111 H -5.021 19.135 28.478
112 H -5.334 20.795 28.546
113 H -5.887 19.821 29.834
114 H -9.237 20.068 28.290
115 H -8.110 20.829 29.460
116 H -9.120 22.499 27.977
117 H -7.390 22.419 27.876
118 H -8.471 22.462 25.597
119 H -9.224 20.974 26.087
120 H -8.385 19.417 24.354
121 H -6.862 19.808 23.627
122 H -8.098 21.045 23.796
123 H -5.041 21.059 24.901
124 H -5.398 21.902 26.384
125 H -6.148 22.440 25.016
126 H -8.648 17.931 28.072
127 H -6.977 17.368 28.140
128 H -7.674 18.183 29.535
129 H -5.271 19.232 25.851
130 C -1.661 14.163 24.147
131 C -1.668 15.426 23.230
132 C -3.113 15.903 22.922
133 C -3.776 16.832 23.994
134 C -2.873 18.054 24.287
135 C -1.478 17.582 24.693
136 N -0.928 16.597 23.792
137 O 0.432 16.254 24.083
138 C -0.578 18.828 24.492
139 C -1.449 17.076 26.150
140 C -1.073 14.982 21.872
141 H -2.498 13.545 23.820
142 H -1.835 14.380 25.201
143 H -0.730 13.604 24.069
144 H -3.153 16.466 21.989
145 H -3.799 15.056 22.880
146 H -3.979 16.273 24.909
147 H -4.778 17.075 23.636
148 H -3.256 18.584 25.162
149 H -2.889 18.728 23.431
150 H -0.393 18.994 23.431
151 H -1.003 19.753 24.886
152 H 0.370 18.734 25.024
153 H -1.775 17.860 26.836
154 H -2.085 16.234 26.427
155 H -0.412 16.785 26.316
156 H -1.245 15.716 21.083
157 H -1.544 14.072 21.496
158 H -0.003 14.786 21.931
159 H 0.902 16.723 23.387
160 C -7.120 15.281 22.017
161 C -7.484 16.737 22.066
162 C -7.098 17.575 20.814
163 O -8.823 16.896 22.432
164 H -6.109 14.938 22.246
165 H -7.371 14.883 21.030
166 H -7.674 14.668 22.731
167 H -6.992 17.218 22.919
168 H -7.682 17.277 19.945
169 H -6.010 17.556 20.739
170 H -7.340 18.623 20.996
171 H -8.853 16.816 23.392
172 C -11.723 20.344 20.936
173 C -11.682 18.908 20.530
174 C -10.506 18.694 19.566
175 O -11.465 18.184 21.722
176 H -12.434 20.480 21.751
177 H -12.160 20.959 20.145
178 H -10.740 20.742 21.195
179 H -12.689 18.718 20.156
180 H -10.440 17.674 19.187
181 H -9.597 18.832 20.154
182 H -10.508 19.397 18.733
183 H -10.660 18.575 22.077
184 C -10.106 11.740 20.878
185 C -8.833 12.269 20.186
186 C -8.068 11.240 19.363
187 O -9.116 13.447 19.451
188 H -10.767 12.472 21.339
189 H -9.898 10.921 21.568
190 H -10.707 11.247 20.109
191 H -8.185 12.522 21.031
192 H -7.175 11.566 18.826
193 H -8.621 10.765 18.548
194 H -7.696 10.359 19.890
195 H -9.735 13.933 20.011

Molecular formula: C9H6N4
Method: DFT, ωB97M-V with the def2-TZVPD basis set

Computed properties:
E_tot ... -15388.094 eV
HOMO-LUMO gap ... 8.994 eV
Lowest unoccupied orbital energy ... -0.156 eV
Energy above the lowest of the compared OMol25 structures with the same formula, charge and spin ... 65.6 kcal/mol
Multiplicity ... 1

Element x y z (Å)
1 C -1.175 0.746 1.383
2 C -0.869 -0.525 1.916
3 C -1.016 -1.613 0.860
4 C -0.157 -0.408 -0.966
5 C 1.175 -0.157 -0.618
6 C 1.879 0.835 -1.336
7 C 1.266 1.469 -2.459
8 C -0.639 0.271 -2.114
9 C 0.445 -0.820 2.544
10 H -1.646 -0.640 2.693
11 H -1.233 -2.593 1.203
12 H 1.701 -0.689 0.154
13 H 2.929 1.080 -1.099
14 H 1.772 2.206 -3.008
15 H -1.687 0.015 -2.464
16 N -1.502 1.825 1.112
17 N -0.907 -1.447 -0.364
18 N 0.027 1.171 -2.818
19 N 1.339 -1.288 3.108

Molecular formula: C5H8N
Method: DFT, ωB97M-V with the def2-TZVPD basis set

Computed properties:
E_tot ... -6793.121 eV
HOMO-LUMO gap ... 11.742 eV
Lowest unoccupied orbital energy ... -3.487 eV
Energy above the lowest of the compared OMol25 structures with the same formula, charge and spin ... 114.6 kcal/mol
Multiplicity ... 1
Charge ... +1

Element x y z (Å)
1 C 1.499 1.180 -0.806
2 C 0.489 2.001 -0.924
3 C -1.082 -1.007 -0.217
4 C 0.169 -1.339 0.454
5 C 0.664 1.445 0.363
6 N -0.506 -0.055 0.733
7 H 2.094 0.449 -1.197
8 H -0.233 2.575 -1.638
9 H -1.028 -0.749 -1.266
10 H -2.099 -1.503 0.151
11 H 0.236 -2.153 1.207
12 H 1.123 -1.275 0.002
13 H 0.700 1.987 1.351
14 H -0.927 0.139 1.574